The following is a quantum chemistry calculation of a 2-piece molecular cluster, CH4N2O2S overall at a distorted geometry, from the OMol25 dataset.

Each line ends with the Löwdin charge.
Element x y z (Å)
C -1.13 0.70 0.47  0.0293
N -2.13 0.24 0.08  0.1680
N 0.46 0.55 -1.10  -0.2873
O 1.67 0.54 0.97  -0.5223
O 0.95 -1.63 0.31  -0.3382
S 1.63 -0.18 -0.28  0.6854
H -0.61 1.15 1.39  0.1365
H -2.49 -0.11 -0.78  0.0958
H 1.43 -1.98 1.04  0.0067
H 0.23 0.72 -2.09  0.0261

Values from the calculation:
E: -19008.0273 eV
molecular weight: 108.1 u
highest occupied orbital energy (spin up / spin down): -0.314 / -0.314 Eh
orbital gap (spin up / spin down): 8.574 / 8.573 eV
LUMO energy (spin up / spin down): 0.0423 / 0.0419 eV
net charge: 0